Here is the molecule C3H6N2O3 from the OMol25 dataset. Energies are from ωB97M-V/def2-TZVPD.

Properties
LUMO level (Ha): 0.0028
Total charge: 0
ΔE to the lowest compared entry with this formula, charge and spin (kJ/mol): 510.5
Calculated total energy (Eh): -453.00659
HOMO-LUMO gap (eV): 9.18
SMILES: [H]/N=C(/N)[C@@H](O)C(=O)O

Last column: Mulliken charge in e.
Cartesian coordinates (Å):
H 1.482 1.785 -0.916  0.2743
N 0.918 1.559 -1.628  -0.7423
C 0.328 0.451 -1.160  0.2067
N -0.649 -0.163 -1.857  -0.5010
C 0.535 -0.167 0.139  0.6283
O 1.390 0.377 1.214  -0.7178
C -0.523 -0.622 0.880  0.3418
O -1.435 -1.413 0.567  -0.6100
O -0.472 -0.011 2.229  -0.4883
H -0.456 -0.269 -2.975  0.2646
H -1.614 -0.695 -1.269  0.3145
H 1.044 -1.128 -0.184  0.2103
H 0.712 0.534 2.085  0.4308
H -1.261 -0.239 2.875  0.3881

Here is a structure of composition H22KrO11 from the OMol25 dataset. Energies are from ωB97M-V/def2-TZVPD.

Properties
LUMO level (Ha): -0.0026
Total charge: 0
ΔE to the lowest compared entry with this formula, charge and spin (kJ/mol): 71.1
Calculated total energy (Eh): -3594.43936
HOMO-LUMO gap (eV): 10.19

Last column: Mulliken charge in e.
Cartesian coordinates (Å):
Kr -0.821 0.431 0.223  0.0024
O -0.167 2.904 2.872  -0.6049
H 0.494 2.267 3.143  0.3049
H -0.980 2.588 3.264  0.3054
O -3.883 1.347 -1.865  -0.6549
H -3.733 1.625 -2.768  0.3230
H -4.823 1.173 -1.820  0.3159
O 3.280 -0.076 -0.927  -0.6843
H 2.672 0.412 -1.482  0.4773
H 3.002 -0.989 -1.011  0.2656
O -0.631 -1.407 3.477  -0.6947
H -0.344 -2.087 4.086  0.3258
H -0.058 -0.663 3.661  0.3310
O -1.741 -0.454 -2.567  -0.6372
H -1.716 -0.611 -3.511  0.2728
H -2.603 -0.069 -2.410  0.3339
O -4.155 2.989 0.985  -0.6130
H -4.018 2.173 1.467  0.2965
H -3.433 3.023 0.358  0.3021
O 1.850 -2.478 -0.363  -0.6689
H 1.648 -3.200 -0.958  0.2789
H 1.502 -2.759 0.483  0.2918
O 1.127 -1.123 -2.694  -0.6982
H 0.206 -0.884 -2.589  0.4152
H 1.359 -1.552 -1.870  0.4223
O 3.292 0.714 1.683  -0.6453
H 3.089 0.633 0.751  0.3914
H 3.564 1.625 1.792  0.3021
O 1.712 1.592 -2.514  -0.6952
H 1.123 2.289 -2.803  0.2912
H 1.329 0.791 -2.872  0.3416
O 0.968 -3.358 2.091  -0.6940
H 0.375 -2.683 2.420  0.3897
H 0.513 -4.182 2.266  0.3101

Here is a structure of composition C12H14BF3N6O2Zn from the OMol25 dataset. Energies are from ωB97M-V/def2-TZVPD.

Properties
LUMO level (alpha / beta) (Ha): -0.4145 / -0.4020
Total charge: +2
ΔE to the lowest compared entry with this formula, charge and spin (kJ/mol): 294.6
Calculated total energy (Eh): -3047.69499
HOMO-LUMO gap (alpha / beta) (eV): 4.12 / 4.44

Last column: Mulliken charge in e.
Cartesian coordinates (Å):
C 1.294 -0.061 2.584  -0.0541
N 0.469 -0.010 1.517  -0.0016
N -0.265 -1.157 1.488  0.0959
C 0.101 -1.931 2.540  -0.0044
C 1.092 -1.271 3.267  -1.1698
B -1.281 -1.539 0.349  0.2084
N -2.291 -0.376 0.181  0.3898
N -1.891 0.914 0.073  -0.5061
C -2.996 1.667 -0.082  0.0059
C -4.140 0.847 -0.082  -1.0151
C -3.644 -0.445 0.091  -0.1099
Zn 0.205 1.403 0.140  -0.2397
N -0.557 -1.842 -0.975  0.0411
N 0.252 -0.943 -1.597  0.0140
C 0.759 -1.584 -2.658  -0.1497
C 0.280 -2.914 -2.740  -0.8895
C -0.562 -3.036 -1.640  0.0445
H 1.444 -1.061 -3.330  0.5241
H -1.164 -3.871 -1.283  0.4669
H 0.504 -3.670 -3.493  0.4318
H -1.867 -2.531 0.728  -0.0608
H -4.150 -1.407 0.159  0.4560
H -0.373 -2.900 2.688  0.4587
H -5.180 1.151 -0.183  0.4116
H 1.598 -1.616 4.167  0.4094
H -2.912 2.751 -0.169  0.4821
H 1.966 0.771 2.787  0.5485
H 0.155 1.292 -1.633  -0.2902
C 0.082 2.345 -1.301  0.0560
H -0.893 2.752 -1.605  0.4123
H 0.224 2.849 -0.086  0.1867
H 0.924 2.928 -1.696  0.4117
F 4.005 3.277 -0.033  -0.2042
C 3.363 2.264 0.654  0.6365
F 4.182 1.826 1.678  -0.1820
F 2.200 2.763 1.201  -0.1573
C 3.091 1.126 -0.283  0.5601
O 4.106 0.533 -0.868  -0.1601
O 1.871 0.707 -0.553  -0.0578

Here is a cluster of 2 separate species, C6H16NO in total from the OMol25 dataset. Energies are from ωB97M-V/def2-TZVPD.

Properties
LUMO level (Ha): -0.1197
Total charge: +1
ΔE to the lowest compared entry with this formula, charge and spin (kJ/mol): 100.2
Calculated total energy (Eh): -367.94428
HOMO-LUMO gap (eV): 9.17

Last column: Mulliken charge in e.
Cartesian coordinates (Å):
C 0.382 -1.492 0.498  -0.5814
C 0.503 -0.782 -0.840  -0.7775
C -0.254 0.535 -0.924  -0.6051
C 0.423 1.663 -0.105  -0.4340
C 1.515 2.428 -0.766  -0.1415
C 2.134 2.186 -1.915  -0.8417
N -0.996 -2.102 0.677  -0.1830
H 1.122 -2.270 0.674  0.3841
H 0.548 -0.812 1.337  0.2706
H 0.173 -1.490 -1.613  0.3289
H 1.561 -0.650 -1.022  0.4201
H -1.324 0.551 -0.714  0.3631
H -0.125 0.868 -1.942  0.3941
H -0.339 2.363 0.218  0.3519
H 0.785 1.295 0.863  0.2637
H 1.875 3.305 -0.250  0.3272
H 2.945 2.846 -2.170  0.2622
H 1.903 1.386 -2.604  0.2165
H -0.929 -3.120 0.799  0.3766
H -1.483 -1.997 -0.212  0.3743
H -1.568 -1.645 1.421  0.2705
H -3.249 -1.648 3.213  0.3289
H -3.024 -0.281 2.642  0.3302
O -2.579 -1.137 2.736  -0.6986

Here is the ion CHO5S with charge -1 from the OMol25 dataset. Energies are from ωB97M-V/def2-TZVPD.

Properties
LUMO level (Ha): 0.1496
Total charge: -1
ΔE to the lowest compared entry with this formula, charge and spin (kJ/mol): 467.0
Calculated total energy (Eh): -813.02885
HOMO-LUMO gap (eV): 9.49
SMILES: O=S(=O)([O-])C1OO1

Last column: Mulliken charge in e.
Cartesian coordinates (Å):
O 1.619 -0.616 1.101  -0.6497
S 0.508 -0.964 0.180  1.1150
O -0.570 -1.793 0.662  -0.6191
O 0.962 -1.366 -1.137  -0.6680
C -0.298 0.711 -0.266  0.1262
O -1.256 1.257 0.570  -0.2816
O -0.146 2.035 0.131  -0.2850
H -0.820 0.737 -1.243  0.2622

Here is the molecule C3H5N from the OMol25 dataset. Energies are from ωB97M-V/def2-TZVPD.

Properties
LUMO level (Ha): 0.0443
Total charge: 0
ΔE to the lowest compared entry with this formula, charge and spin (kJ/mol): 247.6
Calculated total energy (Eh): -171.96076
HOMO-LUMO gap (eV): 11.06
SMILES: C[C@@H]1C=N1

Last column: Mulliken charge in e.
Cartesian coordinates (Å):
C -0.754 0.674 0.458  -1.2871
C 0.011 -0.563 -0.082  0.3083
C 1.353 -0.491 -0.612  -0.3504
N 0.467 -0.519 -1.509  -0.4705
H -1.808 0.571 0.429  0.3500
H -0.678 1.559 -0.002  0.4323
H -0.725 0.759 1.528  0.3277
H -0.212 -1.583 0.264  0.3275
H 2.347 -0.408 -0.474  0.3622